Entry from OMol25: a structure of composition C97H87BaN3O2P5SSi (ωB97M-V/def2-TZVPD).

Properties
LUMO level in eV: -1.409
DFT total energy in hartree: -6483.0809
F_max in eV/Å: 2.5
Net charge: +1
Relative energy (zero: lowest compared OMol25 entry of this formula, charge and spin) in kcal per mole: 48.9
Highest occupied orbital energy in eV: -8.051

```
197
Properties=species:S:1:pos:R:3:forces:R:3:mulliken_charge:R:1
Ba -0.10145 0.46847 -0.46583 -0.652 2.275 0.742 -1.39
C -5.76983 1.48356 1.90078 -0.035 0.044 0.036 -0.73
C -5.44491 0.74441 3.02954 -0.019 0.021 0.023 -0.85
C -4.53841 -0.30333 2.94728 -0.022 -0.056 -0.102 -0.77
C -3.94092 -0.62236 1.72829 0.198 0.170 0.008 -0.91
C -4.24350 0.15308 0.60702 0.047 -0.080 0.126 0.83
C -5.16556 1.18467 0.68679 0.013 0.090 -0.013 -0.37
P -2.58392 -1.85082 1.60370 -0.639 -0.120 -0.175 2.45
C -3.17134 -3.10392 2.81527 0.390 0.153 0.180 -0.01
C -4.45704 -3.64132 2.83125 0.037 -0.034 0.003 -0.35
C -4.81204 -4.57302 3.79252 -0.093 -0.002 -0.026 -0.70
C -3.89765 -4.96749 4.76126 0.044 0.020 0.018 -0.87
C -2.62498 -4.42028 4.76724 0.005 -0.029 0.085 -1.00
C -2.26493 -3.49589 3.79728 -0.055 0.115 -0.067 -0.02
C -2.95687 -2.65431 -0.00951 0.071 0.047 -0.073 -0.48
C -4.24064 -2.95952 -0.45812 0.014 -0.032 -0.037 -0.06
C -4.42545 -3.63196 -1.65538 -0.117 0.033 0.005 -0.91
C -3.32876 -3.96919 -2.43562 0.024 0.033 -0.029 -1.06
C -2.05363 -3.62195 -2.01832 -0.029 -0.103 -0.070 -0.23
C -1.83972 -2.97349 -0.80126 0.026 -0.032 0.155 0.67
Si -0.11964 -2.37573 -0.25114 0.516 -1.580 -0.005 0.51
C 1.05876 -3.20603 -1.54644 -0.020 -0.321 0.103 -0.22
C 1.50837 -4.51947 -1.34491 0.070 -0.092 -0.058 -0.01
C 2.34731 -5.16573 -2.23784 -0.029 0.021 0.035 -1.08
C 2.78184 -4.50821 -3.38113 0.045 0.004 -0.122 -1.05
C 2.36459 -3.21157 -3.61222 -0.041 -0.074 0.004 -0.47
C 1.50905 -2.56668 -2.71151 -0.032 -0.042 -0.085 -0.41
P 1.06395 -0.84152 -3.07264 0.654 -0.654 -0.556 2.46
C 0.19383 -0.92393 -4.66820 -0.404 0.206 0.123 0.06
C -0.05714 0.29710 -5.30338 -0.003 -0.115 0.062 -0.03
C -0.77692 0.35087 -6.48369 -0.003 0.065 0.006 -0.70
C -1.29767 -0.81803 -7.02474 -0.023 0.000 -0.002 -0.79
C -1.08278 -2.02911 -6.38252 -0.037 -0.037 -0.100 -1.05
C -0.33298 -2.08781 -5.21484 0.096 0.026 0.000 -0.14
C 2.67916 -0.11169 -3.62205 -0.268 0.065 0.190 0.84
C 3.83111 -0.41657 -2.64354 0.065 -0.198 0.090 -1.43
C 5.26754 -0.32021 -3.19280 0.062 0.077 -0.116 -0.75
C 5.41918 -0.63330 -4.64470 0.075 -0.185 0.102 -1.21
C 4.42791 -0.43779 -5.50487 -0.151 -0.065 -0.017 -1.29
C 3.13857 0.18734 -5.08120 0.134 -0.097 -0.062 0.46
C 0.22951 -3.39487 1.33678 0.057 -0.202 -0.269 -0.42
C -0.29928 -4.68838 1.42332 -0.043 -0.054 0.110 0.33
C 0.05989 -5.56555 2.43283 -0.018 -0.052 -0.050 -0.92
C 0.99054 -5.17046 3.38170 -0.003 0.044 0.052 -1.21
C 1.48558 -3.87693 3.35422 -0.041 -0.050 -0.019 -0.14
C 1.09320 -2.97613 2.36002 0.162 -0.006 0.027 0.19
P 1.54650 -1.18839 2.48483 -0.476 -0.221 0.217 2.38
C 0.36963 -0.72940 3.83809 0.096 0.118 -0.075 0.01
C -0.62245 0.20579 3.56346 0.142 -0.114 0.030 0.12
C -1.56528 0.55050 4.52244 -0.111 0.052 -0.006 -0.11
C -1.53752 -0.05373 5.76826 -0.029 0.029 -0.047 -1.09
C -0.54195 -0.97786 6.06017 0.061 -0.057 0.060 -1.12
C 0.40880 -1.30642 5.10770 -0.071 0.032 0.012 0.33
C 3.11394 -1.22084 3.43061 0.141 0.232 -0.310 0.63
C 3.39105 -0.19422 4.33444 -0.023 -0.058 -0.015 -0.85
C 4.63388 -0.10458 4.94115 0.016 0.056 0.026 -0.79
C 5.61880 -1.03780 4.65267 0.027 -0.024 0.003 -0.72
C 5.35687 -2.05456 3.74707 0.027 -0.043 0.046 -0.68
C 4.12131 -2.13469 3.12467 -0.092 -0.045 0.047 -0.65
H -6.48667 2.29272 1.96819 -0.018 -0.019 -0.002 0.45
H -5.90641 0.98131 3.98061 -0.011 -0.017 -0.010 0.45
H -4.29429 -0.88098 3.83010 -0.033 -0.005 0.026 0.57
H -3.74873 -0.07957 -0.33031 -0.056 0.017 -0.019 0.05
H -5.41626 1.76637 -0.19434 0.018 0.022 0.025 0.59
H -5.19063 -3.32891 2.10176 -0.018 -0.006 -0.024 0.24
H -5.81154 -4.98940 3.79047 0.004 0.001 0.004 0.45
H -4.18382 -5.69162 5.51308 0.001 -0.006 -0.001 0.41
H -1.90939 -4.70837 5.52745 0.007 -0.014 -0.017 0.49
H -1.27045 -3.06552 3.79777 0.011 -0.048 0.011 0.55
H -5.11009 -2.65887 0.11310 -0.005 -0.008 0.031 0.44
H -5.42573 -3.88465 -1.98388 -0.022 0.021 -0.011 0.44
H -3.47481 -4.49699 -3.37098 0.018 -0.002 -0.010 0.45
H -1.20122 -3.87674 -2.63870 -0.018 -0.041 -0.007 0.40
H 1.18867 -5.05438 -0.46111 0.024 -0.030 0.006 0.49
H 2.66074 -6.18499 -2.04778 0.008 0.006 0.021 0.42
H 3.43643 -5.00396 -4.08683 0.017 0.011 0.008 0.44
H 2.70141 -2.68908 -4.50219 0.029 -0.004 0.011 0.41
H 0.30939 1.21557 -4.85226 0.020 0.038 -0.072 -0.04
H -0.93750 1.30240 -6.97536 -0.031 -0.005 0.001 0.46
H -1.86585 -0.78296 -7.94560 -0.003 -0.013 0.003 0.42
H -1.49085 -2.94025 -6.80313 0.016 0.000 0.007 0.46
H -0.15614 -3.04072 -4.73257 -0.012 0.006 0.009 0.38
H 3.66458 -1.21873 -1.92324 -0.023 0.004 -0.063 0.82
H 5.96470 -0.91830 -2.60616 -0.029 0.045 0.061 0.55
H 6.36666 -1.04296 -4.97491 -0.017 0.006 -0.064 0.46
H 4.54693 -0.67414 -6.55599 0.069 -0.025 0.013 0.49
H 2.36360 0.00489 -5.82226 0.014 0.054 -0.021 0.67
H -1.01728 -5.01263 0.67671 0.034 -0.020 -0.010 0.45
H -0.37239 -6.55789 2.47325 0.009 -0.003 -0.019 0.46
H 1.31814 -5.85919 4.15043 -0.017 0.015 0.019 0.43
H 2.19758 -3.57421 4.11055 -0.025 0.003 0.040 0.39
H -0.64282 0.70092 2.60223 -0.054 -0.001 0.038 -0.69
H -2.32316 1.28818 4.28688 -0.039 -0.004 -0.028 0.73
H -2.28409 0.19490 6.51208 0.015 0.007 0.012 0.46
H -0.50858 -1.44620 7.03598 0.008 0.004 -0.002 0.44
H 1.18435 -2.01793 5.35707 0.010 -0.021 0.004 0.25
H 2.61904 0.52861 4.57450 0.026 0.009 0.027 0.36
H 4.83230 0.69218 5.64691 -0.002 0.002 -0.001 0.47
H 6.58736 -0.97156 5.13083 -0.004 -0.008 0.010 0.42
H 6.12022 -2.78980 3.52594 0.002 0.004 -0.023 0.48
H 3.92603 -2.92714 2.41069 0.021 0.000 0.009 0.43
C 2.86252 2.69550 1.56785 0.065 0.143 0.023 -0.73
N 3.10138 2.76151 0.09744 -0.420 -0.313 0.138 1.06
P 3.34330 1.10132 -0.44488 0.568 0.319 -0.279 1.66
C 3.87104 1.08426 -2.21289 -0.046 0.113 0.289 0.92
C 5.32832 1.20804 -2.75383 0.025 0.105 -0.120 -0.15
C 5.52274 2.17577 -3.87439 0.036 0.042 0.145 -1.49
C 4.58948 2.37655 -4.79524 -0.099 0.129 -0.053 -1.40
C 3.25023 1.72573 -4.69849 0.167 0.029 0.006 -0.55
C 2.78633 1.38835 -3.26796 -0.130 0.043 -0.027 -0.97
C 4.99034 0.80171 0.28467 -0.174 -0.215 0.163 0.72
C 5.88165 1.84246 0.53941 -0.007 0.068 0.065 -0.28
C 7.15574 1.57060 1.00792 0.025 0.013 -0.007 -0.71
C 7.55733 0.25673 1.21512 0.002 -0.005 -0.021 -0.91
C 6.67358 -0.78150 0.96988 0.129 -0.014 -0.070 -0.60
C 5.39020 -0.50949 0.51753 -0.042 -0.009 -0.077 -0.46
P 1.77515 3.38380 -0.83696 0.471 0.954 -0.013 0.19
C 1.15443 4.86682 0.04892 -0.204 -0.168 0.005 1.68
C -0.09883 5.29434 -0.38739 0.072 -0.020 0.041 -0.61
C -0.68095 6.43581 0.13870 0.012 0.079 -0.010 -0.41
C -0.02921 7.14604 1.13673 -0.032 0.008 -0.002 -0.74
C 1.21927 6.72795 1.57403 0.045 0.022 0.054 -0.92
C 1.81942 5.60670 1.02006 0.070 -0.045 0.001 -0.21
C 2.71170 4.32927 -2.10527 -0.204 -0.178 -0.144 1.10
C 3.99246 4.81899 -1.88033 -0.014 -0.050 -0.002 -0.91
C 4.61435 5.60192 -2.84072 0.022 0.069 0.021 -0.64
C 3.96408 5.90326 -4.02841 0.020 0.008 0.004 -0.75
C 2.68949 5.40840 -4.26300 -0.006 0.038 -0.046 -0.48
C 2.06675 4.62630 -3.30310 0.024 -0.033 0.056 -0.80
H 3.01172 1.67953 1.94946 0.008 -0.036 -0.010 -0.32
H 1.84960 3.00039 1.82804 0.050 -0.012 -0.047 -0.01
H 3.57883 3.33635 2.08617 -0.008 -0.024 0.014 0.14
H 6.06916 1.36716 -1.97430 -0.008 -0.029 0.004 0.65
H 6.47863 2.68365 -3.93425 0.001 -0.009 -0.088 0.35
H 4.77137 3.03768 -5.63451 0.040 0.043 0.038 0.45
H 2.51297 2.32846 -5.23142 -0.053 -0.078 0.010 0.82
H 1.90799 1.93214 -2.93222 -0.024 0.016 -0.048 0.20
H 5.57392 2.86482 0.35886 -0.012 0.003 0.006 0.17
H 7.84551 2.38233 1.20081 -0.013 0.009 0.003 0.50
H 8.56062 0.04873 1.56364 -0.013 -0.018 0.023 0.40
H 6.98602 -1.80491 1.13045 -0.029 -0.012 0.012 0.50
H 4.69695 -1.32435 0.33905 -0.025 -0.008 0.015 0.07
H -0.61530 4.72600 -1.15602 -0.048 -0.004 0.015 -0.01
H -1.64134 6.77771 -0.22716 -0.008 -0.016 -0.002 0.48
H -0.48604 8.03085 1.56130 0.009 0.007 -0.001 0.46
H 1.73730 7.28906 2.34178 0.016 0.002 -0.016 0.49
H 2.81024 5.31726 1.34422 -0.007 0.003 0.001 0.35
H 4.49810 4.58625 -0.95217 0.000 -0.013 -0.006 0.19
H 5.61126 5.98386 -2.66064 0.000 -0.005 0.008 0.47
H 4.44903 6.52453 -4.77005 0.016 -0.029 -0.012 0.41
H 2.18385 5.62967 -5.19467 -0.013 0.021 0.015 0.45
H 1.06509 4.24417 -3.48131 0.014 -0.012 -0.044 0.25
C -2.87397 3.96620 1.09278 0.062 0.005 0.064 -1.26
N -2.26518 4.13837 2.39484 -0.082 -0.028 -0.055 0.49
C -3.00814 5.00431 3.29596 0.027 -0.003 0.132 -0.80
C -2.54098 4.84090 4.72896 0.142 0.021 -0.147 -0.63
C -1.02518 4.92043 4.73904 -0.157 0.040 -0.038 -0.69
N -0.48429 3.88841 3.87289 0.000 -0.065 0.066 0.52
C 0.76271 3.26350 4.26769 0.017 0.036 -0.100 -0.54
C -1.04071 3.60036 2.66324 0.028 0.090 0.098 -0.09
O -0.46360 2.86153 1.85235 -0.025 -0.398 -0.416 0.71
H -3.87197 3.54504 1.20585 -0.037 -0.059 -0.006 0.38
H -2.26592 3.28820 0.50181 0.001 0.048 -0.050 0.09
H -2.95380 4.93126 0.58440 -0.004 -0.043 -0.047 0.33
H -4.06594 4.74442 3.20789 0.001 0.043 -0.017 0.41
H -2.89317 6.04937 2.98043 -0.034 -0.013 -0.020 0.32
H -2.85066 3.86821 5.11645 -0.027 0.018 0.037 0.21
H -2.97367 5.62284 5.35196 -0.022 -0.021 0.018 0.39
H -0.63359 4.76226 5.74324 0.025 -0.014 -0.011 0.41
H -0.69783 5.91226 4.40158 0.028 0.004 0.054 0.28
H 0.70093 2.97072 5.31692 0.003 -0.002 0.002 0.58
H 1.61288 3.94096 4.13551 0.002 -0.004 0.013 0.42
H 0.91745 2.37326 3.66534 0.034 0.021 0.065 -0.63
O -2.17025 -0.14886 -2.21601 0.315 0.206 0.505 -0.24
S -2.73269 -0.13598 -3.60410 -0.847 0.299 -0.223 1.39
C -3.14113 1.60245 -3.89930 0.146 -0.042 -0.038 -0.08
C -3.83713 1.96154 -5.04499 0.002 -0.005 -0.014 -0.44
C -4.16023 3.29277 -5.24990 0.006 -0.043 -0.051 -1.03
C -3.78706 4.25521 -4.31898 0.041 0.050 0.062 -0.78
C -3.07528 3.88882 -3.18750 -0.025 0.034 -0.016 -0.64
C -2.74627 2.55599 -2.97936 0.084 -0.122 0.094 0.50
C -4.45536 -0.66440 -3.53561 0.234 -0.100 -0.133 0.16
C -5.34342 -0.18174 -2.58955 0.043 0.075 0.094 -0.35
C -6.65419 -0.62675 -2.60213 0.057 0.035 0.085 -0.43
C -7.07629 -1.52379 -3.57608 0.044 -0.046 -0.063 -0.77
C -6.18667 -1.98025 -4.53812 -0.103 -0.009 0.014 -0.51
C -4.86541 -1.55703 -4.51308 0.152 0.002 -0.015 -0.38
H -4.13778 1.20312 -5.75817 -0.014 0.019 -0.018 0.48
H -4.71125 3.58210 -6.13487 -0.003 -0.008 0.000 0.45
H -4.05283 5.29212 -4.47601 0.005 -0.001 -0.025 0.47
H -2.78146 4.63474 -2.45932 -0.013 0.011 -0.014 0.47
H -2.20197 2.24839 -2.09480 -0.023 0.020 -0.024 0.35
H -5.01506 0.54069 -1.85423 -0.028 -0.058 -0.096 -0.01
H -7.34597 -0.26941 -1.85025 -0.017 0.007 -0.014 0.46
H -8.10301 -1.86549 -3.58567 0.001 0.007 -0.006 0.39
H -6.52105 -2.66927 -5.30248 0.019 -0.010 0.007 0.43
H -4.14962 -1.91014 -5.24645 -0.005 -0.059 0.001 0.47
```
Positions in Å, forces in eV/Å.